# 1
139
Properties=species:S:1:pos:R:3:lowdin_charge:R:1 method="wB97M-V/def2-TZVPD" energy_ev=-122983.2893 lumo_energy_ev=-0.4 largest_force_ev_per_a=1.53 spin_multiplicity=1
H -3.962 -1.239 -3.899 0.042
N -3.772 -2.008 -3.265 0.134
C -4.757 -2.183 -2.478 -0.558
N -5.969 -1.402 -2.470 0.090
N -4.782 -3.193 -1.530 0.037
C -3.481 -3.812 -1.236 -0.204
C -3.466 -4.394 0.182 -0.177
C -2.052 -4.437 0.785 -0.171
C -1.648 -3.134 1.500 -0.128
C -1.163 -2.087 0.514 -0.122
C -1.905 -0.998 0.135 -0.137
C -3.279 -0.797 0.717 -0.011
C -1.383 -0.070 -0.840 -0.101
C -2.238 1.118 -1.212 -0.099
C -2.185 2.199 -0.118 -0.144
N -3.435 2.983 0.025 -0.076
C -3.066 4.339 0.523 -0.216
C -2.977 5.376 -0.604 -0.066
C -4.309 2.375 0.995 -0.491
C -5.665 1.938 0.495 0.005
O -4.008 2.240 2.159 0.095
C -0.145 -0.266 -1.395 -0.076
C 0.439 0.661 -2.451 -0.083
C 1.282 1.790 -1.892 -0.192
C 0.751 3.059 -1.715 -0.048
C 1.513 4.106 -1.222 -0.072
C 2.844 3.917 -0.890 -0.084
C 3.386 2.651 -1.071 -0.084
C 2.621 1.609 -1.561 -0.044
C 0.652 -1.382 -0.986 -0.133
N 1.890 -1.520 -1.549 0.146
C 2.539 -2.579 -1.114 -0.060
C 2.050 -3.489 -0.150 -0.238
C 2.853 -4.700 0.291 -0.240
C 4.365 -4.531 0.190 -0.760
C 4.915 -3.509 1.192 -0.154
I 5.216 -6.487 0.625 0.803
N 0.868 -3.345 0.389 0.198
C 0.136 -2.281 -0.033 -0.137
H -5.816 -0.562 -1.923 0.057
H -6.200 -1.135 -3.417 0.073
H -5.168 -2.796 -0.680 0.106
H -3.301 -4.596 -1.970 0.122
H -2.679 -3.079 -1.325 0.090
H -3.831 -5.422 0.132 0.110
H -4.153 -3.865 0.847 0.101
H -2.009 -5.272 1.479 0.085
H -1.353 -4.667 -0.020 0.111
H -2.458 -2.763 2.121 0.106
H -0.774 -3.374 2.107 0.103
H -3.263 -0.183 1.619 0.096
H -3.947 -0.349 -0.015 0.058
H -3.739 -1.744 0.987 0.060
H -1.930 1.558 -2.156 0.099
H -3.272 0.801 -1.339 0.094
H -1.920 1.753 0.847 0.128
H -1.402 2.913 -0.354 0.092
H -2.147 4.304 1.102 0.088
H -3.841 4.667 1.218 0.117
H -3.083 4.918 -1.586 0.070
H -3.725 6.155 -0.473 0.065
H -1.994 5.850 -0.574 0.058
H -5.922 1.005 0.995 0.082
H -6.408 2.674 0.805 0.091
H -5.663 1.845 -0.587 0.069
H -0.345 1.073 -3.082 0.109
H 1.072 0.059 -3.100 0.105
H -0.275 3.280 -1.984 0.103
H 1.063 5.085 -1.119 0.110
H 3.453 4.735 -0.524 0.074
H 4.433 2.505 -0.832 0.106
H 3.095 0.647 -1.697 0.091
H 3.527 -2.770 -1.520 0.098
H 2.602 -4.845 1.343 0.111
H 2.495 -5.581 -0.243 0.099
H 4.683 -4.340 -0.829 0.044
H 5.346 -2.643 0.692 0.078
H 5.703 -3.947 1.798 0.033
H 4.140 -3.197 1.891 0.081
O 4.509 6.330 0.193 0.155
C 4.871 7.182 -0.551 -0.544
O 4.073 8.136 -1.070 0.082
C 4.891 9.060 -1.807 -0.056
C 6.100 8.206 -2.118 -0.303
F 7.245 8.927 -2.156 0.079
O 6.144 7.322 -1.007 0.138
H 5.147 9.906 -1.172 0.144
H 4.378 9.412 -2.689 0.119
H 6.021 7.621 -3.036 0.174
O -3.941 -6.897 3.076 0.173
C -3.055 -6.791 3.858 -0.562
O -3.159 -7.004 5.183 0.077
C -1.844 -6.916 5.754 -0.038
C -1.122 -6.067 4.733 -0.304
F 0.189 -6.392 4.634 0.080
O -1.782 -6.424 3.528 0.106
H -1.408 -7.915 5.822 0.099
H -1.884 -6.464 6.742 0.144
H -1.209 -4.989 4.885 0.172
O -0.576 -9.723 6.269 0.172
C -1.148 -10.445 5.520 -0.539
O -2.128 -10.045 4.678 0.066
C -2.471 -11.149 3.833 -0.035
C -2.010 -12.326 4.667 -0.307
F -1.570 -13.352 3.906 0.083
O -0.918 -11.774 5.388 0.146
H -1.913 -11.081 2.899 0.149
H -3.536 -11.156 3.620 0.144
H -2.751 -12.701 5.374 0.175
O 4.512 -1.778 -7.577 0.190
C 4.237 -2.149 -6.490 -0.545
O 2.983 -2.212 -5.980 0.077
C 3.058 -2.846 -4.700 -0.056
C 4.493 -2.593 -4.307 -0.321
F 5.004 -3.602 -3.551 0.062
O 5.148 -2.569 -5.558 0.132
H 2.843 -3.910 -4.814 0.148
H 2.344 -2.410 -4.005 0.116
H 4.662 -1.646 -3.790 0.173
O -0.180 5.592 1.680 0.165
C 0.644 4.846 2.094 -0.556
O 0.562 3.499 2.006 0.060
C 1.798 2.946 2.469 -0.042
C 2.323 4.062 3.348 -0.307
F 3.674 4.129 3.341 0.082
O 1.791 5.216 2.720 0.140
H 2.456 2.764 1.618 0.125
H 1.628 2.016 3.005 0.141
H 1.977 4.027 4.383 0.172
O 3.568 11.428 -2.497 0.159
C 2.413 11.620 -2.302 -0.536
O 1.415 11.175 -3.096 0.080
C 0.170 11.472 -2.453 -0.043
C 0.558 12.615 -1.540 -0.312
F -0.156 12.620 -0.393 0.083
O 1.914 12.316 -1.249 0.142
H -0.163 10.605 -1.883 0.147
H -0.588 11.739 -3.184 0.140
H 0.501 13.604 -1.998 0.174

# 2
16
Properties=species:S:1:pos:R:3:lowdin_charge:R:1 method="wB97M-V/def2-TZVPD" energy_ev=-36261.6727 lumo_energy_ev="-1.7 / -0.4" largest_force_ev_per_a=5.90 relative_energy_ev=4.258 spin_multiplicity=1
C 1.242 1.565 -0.013 -0.126
C 0.571 -0.125 1.722 -0.092
C 0.127 1.052 0.885 -0.132
O -1.949 -1.589 -0.580 -0.416
P -1.170 -0.375 -1.354 0.024
S -2.138 0.215 -2.943 0.113
S 0.488 -1.632 -1.891 0.381
H 0.834 2.563 -0.299 0.089
H 2.095 1.571 0.541 0.036
H 1.413 0.920 -0.955 0.066
H 1.129 -0.764 1.212 0.024
H -0.192 -0.709 2.034 0.039
H 0.903 0.268 2.674 0.100
H -0.597 1.701 1.138 0.047
H -2.754 -1.928 -0.902 0.024
H -0.001 -2.734 -1.272 -0.176

# 3
52
Properties=species:S:1:pos:R:3:lowdin_spin:R:1 method="wB97M-V/def2-TZVPD" energy_ev=-71412.1827 lumo_energy_ev="2.6 / 2.6" largest_force_ev_per_a=3.29 s2=0.78 relative_energy_ev=0.652 total_charge=-1 spin_multiplicity=2
O -0.579 1.106 -2.631 0.000
C 0.706 1.756 -2.771 0.000
C 0.136 3.096 -2.266 0.000
H 1.065 1.718 -3.808 0.000
H 1.460 1.313 -2.105 0.000
C -1.176 2.273 -1.982 0.000
H 0.109 3.879 -3.033 0.000
H 0.560 3.431 -1.330 0.000
C -2.501 2.549 -2.721 0.000
H -2.450 2.540 -3.815 0.000
H -2.919 3.527 -2.450 0.000
H -3.239 1.787 -2.397 0.000
C -1.294 2.055 -0.477 0.001
H -0.265 2.090 -0.073 0.000
H -1.761 1.107 -0.163 0.001
H -1.846 2.892 -0.011 0.000
Cu 0.656 -1.144 1.870 0.032
C 1.126 1.087 4.324 0.006
C 1.833 -0.118 4.132 0.010
C 2.215 -0.209 2.738 0.002
H 2.034 -0.866 4.899 0.004
C 1.503 0.871 2.056 0.003
C 0.899 1.689 3.061 0.007
H 0.371 2.629 2.890 0.001
H 0.833 1.509 5.292 0.002
H 3.006 -0.811 2.286 0.001
H 1.577 1.095 0.996 0.002
C -1.186 -0.965 4.483 0.029
C -1.795 0.172 3.854 0.071
C -1.780 0.015 2.460 -0.011
H -2.257 0.974 4.420 0.006
C -1.330 -1.354 2.180 0.076
C -0.901 -1.930 3.456 0.163
H -0.545 -2.956 3.625 0.011
H 0.320 -0.888 7.724 0.034
H -2.164 0.722 1.707 -0.001
H -1.486 -1.937 1.258 0.011
O 0.791 -2.134 -2.316 0.002
C 0.106 -1.532 -3.488 0.000
C 0.622 -2.073 -4.820 0.000
H 0.293 -0.449 -3.522 0.000
H -0.987 -1.692 -3.401 0.000
C 1.651 -3.151 -4.426 0.000
H 0.985 -1.262 -5.475 0.000
H -0.273 -2.496 -5.288 0.000
C 1.482 -3.303 -2.893 0.000
H 2.690 -2.898 -4.632 0.000
H 1.395 -4.045 -4.996 0.000
H 2.451 -3.437 -2.386 0.000
H 0.879 -4.219 -2.752 0.000
N -0.247 -0.985 6.890 0.231
C -0.773 -1.024 5.826 0.306

# 4
77
Properties=species:S:1:pos:R:3:lowdin_spin:R:1 method="wB97M-V/def2-TZVPD" energy_ev=-107273.9071 lumo_energy_ev="-0.6 / -0.7" largest_force_ev_per_a=0.65 s2=0.76 relative_energy_ev=0.000 spin_multiplicity=2
Ti 0.707 1.007 0.870 0.911
O -3.130 2.882 1.424 0.005
C -2.005 2.190 1.506 0.012
O -1.430 1.743 0.526 0.003
C -1.515 1.881 2.859 0.010
C -2.132 2.161 4.061 -0.001
C -1.542 1.661 5.218 0.012
C -0.410 0.870 5.125 -0.002
C 0.135 0.635 3.869 0.013
N -0.395 1.173 2.782 0.001
C 1.246 -0.358 3.562 0.001
O 1.746 -0.989 4.476 0.002
O 1.475 -0.451 2.307 0.001
H -3.295 3.080 0.489 0.000
H -3.045 2.737 4.094 0.000
H -1.993 1.868 6.179 0.001
H 0.056 0.406 5.983 0.000
C -1.436 -1.367 -1.081 -0.001
C -0.427 -1.083 -2.196 -0.001
P 0.418 0.542 -1.906 0.004
C 1.971 0.405 -2.844 -0.001
C 2.222 -0.612 -3.760 0.000
C 3.406 -0.629 -4.484 0.000
C 4.342 0.379 -4.307 0.000
C 4.095 1.403 -3.403 0.000
C 2.919 1.413 -2.673 0.000
C -0.573 1.654 -2.980 0.002
C -0.065 2.233 -4.139 0.000
C -0.866 3.045 -4.931 0.000
C -2.185 3.283 -4.580 0.000
C -2.702 2.709 -3.426 0.000
C -1.900 1.911 -2.628 0.000
P -0.506 -1.295 0.502 0.011
C -1.711 -1.672 1.807 0.003
C -3.014 -1.177 1.753 0.000
C -3.874 -1.344 2.830 0.000
C -3.436 -1.997 3.972 0.000
C -2.140 -2.491 4.033 0.000
C -1.280 -2.332 2.958 0.000
C 0.519 -2.785 0.377 0.002
C -0.073 -4.047 0.319 0.000
C 0.708 -5.175 0.141 0.000
C 2.087 -5.048 0.017 0.000
C 2.679 -3.797 0.080 0.000
C 1.900 -2.663 0.266 0.001
H -1.917 -2.339 -1.212 0.000
H -2.215 -0.602 -1.066 0.000
H -0.896 -1.092 -3.181 0.000
H 0.347 -1.855 -2.180 0.000
H 1.498 -1.401 -3.919 0.000
H 3.595 -1.429 -5.188 0.000
H 5.265 0.364 -4.872 0.000
H 4.826 2.187 -3.257 0.000
H 2.736 2.203 -1.956 0.000
H 0.961 2.053 -4.429 0.000
H -0.455 3.491 -5.827 0.000
H -2.807 3.914 -5.201 0.000
H -3.733 2.893 -3.149 0.000
H -2.300 1.490 -1.716 0.000
H -3.365 -0.658 0.869 0.000
H -4.886 -0.963 2.776 0.000
H -4.107 -2.125 4.813 0.000
H -1.791 -2.999 4.923 0.000
H -0.267 -2.710 3.019 0.000
H -1.148 -4.147 0.425 0.000
H 0.246 -6.154 0.103 0.000
H 2.698 -5.931 -0.119 0.000
H 3.754 -3.697 -0.002 0.000
H 2.369 -1.690 0.349 0.001
Cl 0.164 4.216 1.296 0.011
C 0.832 3.052 0.053 -0.013
H 1.862 3.382 -0.096 0.000
H 0.275 3.280 -0.857 -0.001
O 4.461 1.418 1.277 0.004
N 3.271 1.333 1.155 0.004
O 2.733 0.645 0.214 0.006
O 2.446 1.913 1.909 -0.001

# 5
44
Properties=species:S:1:pos:R:3:lowdin_charge:R:1 method="wB97M-V/def2-TZVPD" energy_ev=-49748.9171 lumo_energy_ev=-1.3 largest_force_ev_per_a=2.38 relative_energy_ev=1.362 spin_multiplicity=1
Pd 0.983 1.396 -0.598 0.854
N -1.588 0.254 0.320 -0.060
P -0.169 -0.329 -0.400 0.916
C -0.630 -1.596 -1.563 -0.324
C -1.037 -2.844 -1.095 -0.075
C -1.435 -3.810 -2.004 -0.070
C -1.402 -3.539 -3.367 -0.067
C -0.975 -2.303 -3.830 -0.065
C -0.589 -1.324 -2.928 -0.075
C 0.729 -1.151 0.929 -0.343
C 0.127 -1.479 2.140 -0.088
C 0.867 -2.110 3.129 -0.069
C 2.203 -2.409 2.909 -0.065
C 2.807 -2.074 1.705 -0.056
C 2.076 -1.442 0.714 -0.082
C -1.827 1.620 0.409 -0.370
C -2.866 2.177 1.145 -0.001
C -3.016 3.548 1.089 -0.044
C -2.157 4.315 0.305 -0.046
C -1.157 3.672 -0.389 -0.100
N -1.004 2.345 -0.345 0.007
H -2.274 -0.377 0.705 0.117
H -1.020 -3.067 -0.035 0.106
H -1.754 -4.781 -1.650 0.108
H -1.701 -4.304 -4.072 0.109
H -0.937 -2.101 -4.892 0.110
H -0.248 -0.356 -3.277 0.101
H -0.901 -1.207 2.338 0.098
H 0.404 -2.347 4.077 0.106
H 2.782 -2.888 3.687 0.107
H 3.856 -2.281 1.546 0.112
H 2.558 -1.144 -0.211 0.097
H -3.513 1.553 1.745 0.115
H -3.801 4.024 1.661 0.114
H -2.251 5.389 0.247 0.109
H -0.446 4.210 -1.002 0.123
F 2.864 1.631 1.222 0.095
B 1.937 2.579 1.674 -1.254
F 1.680 3.454 0.543 0.031
F 0.686 1.914 1.898 0.057
F 2.342 3.253 2.783 0.177
O 4.309 1.759 -2.758 0.076
C 3.267 1.335 -2.403 -0.536
N 2.219 0.836 -2.101 -0.058

# 6
38
Properties=species:S:1:pos:R:3:lowdin_charge:R:1 method="wB97M-V/def2-TZVPD" energy_ev=-25996.6065 smiles="O=NCCCc1nc(-c2ccccc2)c(-c2ccccc2)o1" lumo_energy_ev=-0.3 largest_force_ev_per_a=5.25 relative_energy_ev=5.902 spin_multiplicity=1
O 0.470 -4.914 -4.325 -0.011
N 0.373 -5.481 -3.238 -0.045
C 1.354 -5.073 -2.233 -0.213
C 0.874 -3.823 -1.487 -0.189
C 0.790 -2.505 -2.263 -0.092
C 0.505 -1.328 -1.297 -0.249
N 1.165 -0.212 -1.306 0.196
C 0.586 0.645 -0.403 -0.215
C 0.883 2.042 -0.332 -0.239
C 0.185 2.851 -1.110 -0.016
C 0.371 4.206 -0.967 -0.078
C 1.302 4.701 -0.145 -0.126
C 2.028 3.893 0.693 -0.063
C 1.730 2.510 0.645 -0.020
C -0.309 -0.047 0.303 -0.085
C -1.170 0.260 1.504 -0.143
C -2.204 -0.601 1.959 -0.025
C -3.081 -0.254 2.979 -0.067
C -2.953 1.042 3.569 -0.115
C -2.062 1.914 3.051 -0.080
C -1.158 1.477 2.010 -0.043
O -0.427 -1.351 -0.247 0.083
H 1.379 -5.861 -1.435 0.122
H 2.336 -5.041 -2.747 0.127
H -0.085 -3.999 -0.984 0.119
H 1.612 -3.690 -0.666 0.128
H 0.004 -2.600 -2.995 0.107
H 1.623 -2.321 -2.854 0.096
H -0.500 2.353 -1.712 0.118
H -0.189 4.908 -1.522 0.099
H 1.455 5.811 -0.092 0.124
H 2.611 4.448 1.479 0.123
H 2.387 1.984 1.288 0.110
H -2.275 -1.646 1.605 0.119
H -3.776 -0.930 3.474 0.101
H -3.590 1.459 4.384 0.113
H -1.788 2.919 3.566 0.137
H -0.457 2.255 1.850 0.091

# 7
99
Properties=species:S:1:pos:R:3:lowdin_charge:R:1 method="wB97M-V/def2-TZVPD" energy_ev=-100635.7229 lumo_energy_ev=-0.1 largest_force_ev_per_a=3.81 spin_multiplicity=1
C 0.898 -0.733 2.183 -0.059
C -0.470 -0.988 1.620 -0.264
C -0.605 -1.268 0.256 -0.004
C -1.862 -1.497 -0.309 -0.195
C -1.986 -1.994 -1.719 -0.015
C -2.978 -1.176 0.477 -0.132
N -4.227 -0.951 -0.161 0.082
C -4.496 -0.088 -1.183 -0.075
C -3.528 0.741 -1.922 -0.359
C -2.297 1.260 -1.251 -0.215
C -1.054 1.350 -2.049 -0.064
C -2.457 1.897 0.011 -0.193
C -3.735 2.166 0.577 -0.046
C -3.865 2.585 1.897 -0.113
C -2.736 2.725 2.711 -0.117
C -1.469 2.572 2.146 -0.107
C -1.321 2.233 0.811 -0.039
O -3.766 0.965 -3.129 0.004
N -5.766 -0.358 -1.613 0.088
C -6.482 0.112 -2.756 -0.122
C -6.836 1.461 -2.868 -0.187
C -6.508 2.464 -1.815 -0.030
C -7.536 1.878 -4.005 0.007
C -8.036 0.955 -4.923 -0.261
C -8.833 1.429 -6.103 -0.053
C -7.786 -0.402 -4.715 -0.001
C -6.984 -0.842 -3.658 -0.188
C -6.665 -2.302 -3.573 -0.037
C -6.321 -1.305 -0.749 -0.013
C -5.378 -1.683 0.110 -0.004
C -2.894 -1.023 1.868 -0.185
C -4.103 -0.834 2.730 -0.035
C -1.610 -0.966 2.425 -0.001
H 0.835 -0.428 3.235 0.077
H 1.528 -1.634 2.116 0.086
H 1.412 0.062 1.619 0.083
H 0.281 -1.305 -0.384 0.127
H -2.847 -2.667 -1.844 0.090
H -2.068 -1.174 -2.450 0.080
H -1.071 -2.556 -1.966 0.092
H -0.464 2.236 -1.769 0.076
H -0.386 0.474 -1.905 0.070
H -1.321 1.410 -3.118 0.087
H -4.627 2.036 -0.047 0.074
H -4.860 2.802 2.294 0.103
H -2.852 2.988 3.762 0.093
H -0.580 2.724 2.754 0.096
H -0.326 2.139 0.370 0.101
H -7.113 3.361 -1.999 0.085
H -6.749 2.111 -0.804 0.089
H -5.456 2.771 -1.868 0.088
H -7.712 2.946 -4.142 0.125
H -9.312 0.583 -6.608 0.075
H -9.611 2.138 -5.791 0.083
H -8.195 1.946 -6.833 0.088
H -8.205 -1.143 -5.397 0.116
H -7.198 -2.799 -4.396 0.080
H -5.592 -2.509 -3.712 0.098
H -6.998 -2.779 -2.643 0.066
H -7.323 -1.666 -0.876 0.133
H -5.391 -2.442 0.865 0.126
H -3.777 -0.758 3.781 0.088
H -4.642 0.102 2.491 0.080
H -4.803 -1.685 2.655 0.068
H -1.512 -0.837 3.505 0.120
F 5.390 1.235 -0.845 0.076
C 6.359 0.443 -0.327 -0.789
F 7.133 -0.024 -1.339 0.082
F 7.149 1.209 0.478 0.089
S 5.467 -0.942 0.520 1.049
N 6.780 -1.597 1.426 -0.599
S 7.988 -2.689 0.592 0.700
C 9.587 -1.850 0.485 -0.256
C 10.205 -1.846 -0.767 -0.058
C 11.489 -1.316 -0.906 -0.063
C 12.138 -0.762 0.202 -0.069
C 11.518 -0.773 1.455 -0.059
C 10.241 -1.324 1.596 -0.047
O 8.103 -3.820 1.471 -0.270
O 7.484 -2.823 -0.750 -0.309
S 6.635 -1.707 3.166 0.650
C 5.855 -0.156 3.539 -0.316
C 6.636 0.909 3.984 -0.050
C 6.028 2.136 4.255 -0.063
C 4.655 2.305 4.059 -0.060
C 3.871 1.217 3.659 -0.060
C 4.466 -0.026 3.444 -0.094
O 5.733 -2.769 3.510 -0.265
O 7.989 -1.682 3.665 -0.304
H 9.666 -2.248 -1.619 0.113
H 11.974 -1.344 -1.883 0.111
H 13.125 -0.315 0.090 0.107
H 12.024 -0.359 2.330 0.112
H 9.745 -1.337 2.558 0.087
H 7.703 0.759 4.128 0.117
H 6.640 2.957 4.636 0.112
H 4.200 3.286 4.219 0.111
H 2.790 1.326 3.528 0.100
H 3.864 -0.907 3.223 0.102